Entry 1:
# C8H12O5

The molecule C8H12O5 in a non-equilibrium geometry (ωB97M-V with the def2-TZVPD basis set, the Open Molecules 2025 dataset).

Atoms and positions in Å:
O: 0.593 1.306 -1.256
O: -0.457 -3.129 0.171
O: 0.978 -1.577 0.699
O: -1.377 -1.106 -1.888
O: 3.298 1.137 -0.343
C: -2.037 1.296 -0.440
C: 0.211 0.296 -0.398
C: -1.308 0.140 1.748
C: -0.083 -2.023 0.044
C: 1.341 -0.263 0.593
C: 2.893 -0.125 0.020
C: -0.720 -0.877 -0.668
C: -1.186 0.255 0.252
H: 2.608 1.616 -0.783
H: 3.533 -0.503 0.905
H: -1.478 2.197 -0.483
H: -1.793 -1.971 -1.916
H: -3.010 1.428 0.159
H: -2.309 0.375 2.006
H: 0.149 1.148 -2.081
H: 1.411 0.271 1.674
H: 2.979 -0.942 -0.802
H: -1.204 -0.863 2.047
H: -2.267 1.050 -1.565
H: -0.767 0.864 2.306

Summary:
Relative energy (zero: lowest compared OMol25 entry of this formula, charge and spin): 0.0 kcal per mole
Maximum force: 3.80 eV/A
Lowest unoccupied orbital energy: 0.4 eV
Highest occupied orbital energy: -9.7 eV
SMILES: CC1(C)[C@]2(O)C(=O)O[C@@H](CO)[C@]12O
Gap between HOMO and LUMO: 10.14 eV
DFT total energy: -18725.724 eV

---

Entry 2:
# C8H12OS

The molecule C8H12OS in a non-equilibrium geometry (ωB97M-V with the def2-TZVPD basis set, the Open Molecules 2025 dataset).

Atoms and positions in Å:
S: -1.198 -2.118 0.640
O: -1.177 -3.229 -0.275
C: 0.502 1.414 -1.261
C: 0.877 1.395 0.174
C: 1.218 -1.653 -0.464
C: 0.666 0.272 0.820
C: 0.088 -0.718 -0.177
C: 1.400 2.703 0.879
C: -2.731 -1.112 0.380
C: -0.064 0.172 -1.438
H: 2.223 2.382 1.625
H: 1.832 3.490 0.292
H: 1.964 -1.117 -0.959
H: -3.653 -1.712 0.708
H: 1.525 -1.904 0.490
H: -0.708 -0.155 -2.231
H: 0.517 3.229 1.371
H: 0.288 2.293 -1.845
H: 0.815 0.141 1.818
H: 1.076 -2.579 -0.818
H: -2.524 -0.175 0.962
H: -2.936 -1.019 -0.692

Summary:
Relative energy (zero: lowest compared OMol25 entry of this formula, charge and spin): 76.9 kcal per mole
Maximum force: 4.69 eV/A
Lowest unoccupied orbital energy: 0.3 eV
Highest occupied orbital energy: -8.6 eV
Gap between HOMO and LUMO: 8.93 eV
DFT total energy: -21369.417 eV

---

Entry 3:
# C8H13AuF3O7SSe2

A structure of composition C8H13AuF3O7SSe2 in a non-equilibrium geometry (ωB97M-V with the def2-TZVPD basis set, the Open Molecules 2025 dataset).

Atoms and positions in Å:
Au: -0.165 -0.320 -0.045
Se: -0.202 -2.345 1.676
Se: -1.859 -1.103 -1.803
S: 0.144 3.012 -1.114
F: -0.036 4.925 -3.025
F: 0.613 3.014 -3.764
F: -1.454 3.324 -3.245
O: -3.699 -5.217 -1.311
O: -0.133 1.585 -1.326
O: 1.930 0.077 1.895
O: 0.706 1.954 1.696
O: -0.827 3.737 -0.349
O: 1.530 3.338 -0.920
O: -2.765 -1.724 0.739
C: 0.962 0.823 1.380
C: -3.173 -3.035 0.466
C: -2.047 -3.740 -0.299
C: -1.808 -3.084 -1.662
C: -2.500 -5.194 -0.568
C: -0.759 -3.850 0.523
C: -0.199 3.600 -2.875
C: 2.759 0.653 2.911
H: -1.701 -5.714 -1.115
H: -3.368 -3.581 1.401
H: -4.074 -3.050 -0.161
H: -0.841 -4.688 1.224
H: 2.145 1.016 3.737
H: -3.876 -6.122 -1.590
H: -2.650 -5.708 0.393
H: 3.334 1.484 2.500
H: 3.409 -0.150 3.256
H: -0.832 -3.390 -2.047
H: 0.082 -4.052 -0.146
H: -3.483 -1.208 1.119
H: -2.584 -3.428 -2.351

Summary:
Maximum force: 1.90 eV/A
Lowest unoccupied orbital energy (spin up / spin down): 1.4 / 1.4 eV
Charge: -1
Highest occupied orbital energy (spin up / spin down): -4.3 / -4.3 eV
Gap between HOMO and LUMO (spin up / spin down): 5.71 / 5.71 eV
DFT total energy: -176212.473 eV

---

Entry 4:
# C8H13Cl2MgO6

A structure of composition C8H13Cl2MgO6 in a non-equilibrium geometry (ωB97M-V with the def2-TZVPD basis set, the Open Molecules 2025 dataset).

Atoms and positions in Å:
Cl: -19.028 -15.933 13.129
Cl: -21.395 -14.281 11.829
Mg: -20.757 -10.440 8.381
O: -22.622 -7.526 9.902
O: -20.613 -12.001 5.139
O: -23.944 -8.883 9.171
O: -20.231 -9.920 4.892
O: -17.251 -11.147 9.233
O: -15.349 -11.877 9.911
C: -24.872 -6.805 9.888
C: -20.391 -11.077 4.361
C: -23.805 -7.796 9.710
C: -16.244 -11.848 9.016
C: -20.143 -11.315 2.906
C: -16.179 -12.881 7.910
C: -20.702 -16.038 13.781
C: -21.728 -15.809 12.684
H: -24.930 -6.624 10.961
H: -21.727 -16.668 12.013
H: -20.696 -17.057 14.169
H: -19.812 -12.342 2.750
H: -15.275 -13.487 7.851
H: -19.407 -10.639 2.470
H: -20.875 -15.386 14.637
H: -16.150 -12.292 6.993
H: -21.087 -11.287 2.362
H: -22.722 -15.548 13.045
H: -25.829 -7.207 9.556
H: -17.071 -13.507 7.892
H: -24.512 -5.899 9.400

Summary:
Relative energy (zero: lowest compared OMol25 entry of this formula, charge and spin): 225.1 kcal per mole
Maximum force: 5.82 eV/A
Lowest unoccupied orbital energy: -1.6 eV
Charge: -1
Highest occupied orbital energy: -5.3 eV
Gap between HOMO and LUMO: 3.69 eV
DFT total energy: -51278.493 eV

---

Entry 5:
# C8H13ClN2

The molecule C8H13ClN2 in a non-equilibrium geometry (ωB97M-V with the def2-TZVPD basis set, the Open Molecules 2025 dataset).

Atoms and positions in Å:
Cl: 2.362 0.230 1.903
N: 0.062 -0.391 -2.042
N: 0.517 -0.733 -0.841
C: 1.156 -2.049 -0.694
C: 0.202 0.241 0.066
C: -0.155 1.383 2.181
C: 0.538 0.177 1.530
C: -0.572 0.754 -1.969
C: -0.504 1.138 -0.657
C: 0.129 -1.204 2.175
C: -1.348 1.248 -3.177
H: 1.666 -2.126 0.327
H: -0.708 -1.682 1.750
H: -1.466 0.305 -3.811
H: 1.802 -2.167 -1.543
H: -0.882 2.013 -0.072
H: -2.357 1.455 -2.901
H: -0.063 -1.083 3.147
H: -0.731 2.171 -3.528
H: 1.074 -1.845 2.080
H: -1.301 1.314 1.973
H: 0.276 2.334 1.760
H: 0.323 -2.808 -0.856
H: -0.020 1.323 3.199

Summary:
Relative energy (zero: lowest compared OMol25 entry of this formula, charge and spin): 8.0 kcal per mole
Maximum force: 5.10 eV/A
Lowest unoccupied orbital energy: 0.8 eV
Highest occupied orbital energy: -9.1 eV
SMILES: Cc1cc(C(C)(C)Cl)n(C)n1
Gap between HOMO and LUMO: 9.85 eV
DFT total energy: -24008.071 eV

---

Entry 6:
# C8H13F6NiO7

A structure of composition C8H13F6NiO7 in a non-equilibrium geometry (ωB97M-V with the def2-TZVPD basis set, the Open Molecules 2025 dataset).

Atoms and positions in Å:
Ni: 3.606 13.807 -3.901
F: 0.877 12.485 -0.943
F: 5.066 16.959 0.499
F: 4.448 14.767 0.384
F: 1.041 14.450 -0.120
F: 3.123 16.491 -0.167
F: -0.897 13.487 -0.425
O: 1.476 14.462 -2.920
O: 5.265 12.830 -4.257
O: 2.778 14.486 -5.385
O: 3.195 12.073 -2.976
O: 6.006 16.730 -1.657
O: -0.897 14.127 -2.980
O: 4.274 15.351 -2.494
C: -1.018 14.463 -4.376
C: 4.342 16.005 -0.157
C: 6.586 17.094 -2.883
C: 7.386 15.951 -3.367
C: 0.301 13.638 -0.898
C: -2.449 14.284 -4.798
C: 0.338 14.155 -2.343
C: 4.842 15.947 -1.595
H: 7.309 17.849 -2.573
H: 7.833 16.065 -4.355
H: 2.157 14.963 -5.970
H: 6.821 15.025 -3.472
H: -2.718 13.305 -4.403
H: -2.663 14.297 -5.867
H: 8.188 15.598 -2.719
H: -0.397 13.798 -4.977
H: 5.888 12.762 -5.006
H: -3.139 15.046 -4.435
H: -0.546 15.412 -4.634
H: 2.555 11.873 -2.266
H: 5.887 17.546 -3.586

Summary:
Relative energy (zero: lowest compared OMol25 entry of this formula, charge and spin): 63.3 kcal per mole
Maximum force: 8.10 eV/A
Multiplicity: 3
Lowest unoccupied orbital energy (spin up / spin down): 2.9 / 2.9 eV
Expectation value of S²: 2.0049
Charge: -1
Highest occupied orbital energy (spin up / spin down): -3.7 / -3.5 eV
Gap between HOMO and LUMO (spin up / spin down): 6.58 / 6.44 eV
DFT total energy: -80185.587 eV